Below is C19H24BrNO in the gas phase in a non-equilibrium geometry, with properties calculated with ωB97M-V/def2-TZVPD.

Each line ends with the Mulliken charge.
CARTESIAN COORDINATES (ANGSTROEM)
C -3.57939 0.94195 4.87491  -1.239
C -3.42726 0.16603 3.50848  1.076
C -2.63251 -1.05309 3.51670  -0.634
C -2.44867 -1.75922 2.23778  -0.250
C -3.05354 -1.21487 1.00866  0.308
C -2.87026 -1.88243 -0.40047  -0.790
C -1.33671 -1.67682 -0.83719  -0.007
Br -0.60828 0.03483 -0.05502  -0.150
O -1.20090 -1.54970 -2.23109  -0.306
C 0.15502 -1.84500 -2.66873  -0.755
C 0.81032 -0.67855 -3.51144  0.085
N -0.33652 0.16156 -4.00769  -0.727
C 1.75234 0.29054 -2.69183  -0.865
C 2.90402 -0.41136 -1.87547  -0.392
C 3.41899 0.64471 -0.80980  0.474
C 3.63283 0.25442 0.59277  -0.394
C 4.10271 1.24479 1.57514  -0.529
C 4.36166 2.63203 1.17262  -0.360
C 4.14488 3.04589 -0.22355  -0.586
C 3.67067 2.04611 -1.18440  -0.125
C -3.87810 0.00666 1.05594  -0.445
C -4.06891 0.72122 2.32817  -0.751
H -2.53619 1.27198 5.15772  0.285
H -4.17820 1.87985 4.75610  0.300
H -3.93536 0.28395 5.70661  0.312
H -2.13872 -1.47792 4.41811  0.329
H -1.83685 -2.68102 2.12093  0.294
H -3.57066 -1.43196 -1.15016  0.294
H -3.03092 -2.98980 -0.28507  0.314
H -0.77500 -2.54299 -0.39481  0.427
H 0.77440 -2.21884 -1.81649  0.315
H 0.04071 -2.72084 -3.37626  0.269
H 1.29626 -1.06283 -4.45340  0.443
H -0.71829 0.71083 -3.22565  0.286
H 0.11827 0.86514 -4.60079  0.301
H 2.26624 0.94675 -3.45964  0.325
H 1.16674 1.00987 -2.05460  0.455
H 2.58212 -1.29741 -1.27424  0.218
H 3.80310 -0.69344 -2.47938  0.299
H 3.43503 -0.78176 0.96218  0.240
H 4.25250 0.99441 2.65563  0.319
H 4.72239 3.42300 1.86493  0.322
H 4.30068 4.08141 -0.59410  0.337
H 3.46044 2.29933 -2.25547  0.199
H -4.33732 0.35571 0.09654  0.232
H -4.67379 1.65686 2.30683  0.248

The gap between HOMO and LUMO is 9.26 eV. The highest occupied orbital energy comes out at -8.473 eV. The spin multiplicity is 1. As for the max |F|: 3.3 eV/Å. The calculation puts the total energy at -3442.2865 hartree.